{
  "formula": "C38H98O38P8",
  "method": "the ωB97M-V functional and the def2-TZVPD basis",
  "species": ["C", "O", "P", "O", "O", "C", "O", "C", "H", "H", "H", "H", "H", "H", "H", "H", "H", "C", "O", "P", "O", "O", "C", "O", "C", "H", "H", "H", "H", "H", "H", "H", "H", "H", "C", "O", "P", "O", "O", "C", "O", "C", "H", "H", "H", "H", "H", "H", "H", "H", "H", "C", "O", "P", "O", "O", "C", "O", "C", "H", "H", "H", "H", "H", "H", "H", "H", "H", "C", "O", "P", "O", "O", "C", "O", "C", "H", "H", "H", "H", "H", "H", "H", "H", "H", "C", "O", "P", "O", "O", "C", "O", "C", "H", "H", "H", "H", "H", "H", "H", "H", "H", "C", "O", "P", "O", "O", "C", "O", "C", "H", "H", "H", "H", "H", "H", "H", "H", "H", "C", "O", "P", "O", "O", "C", "O", "C", "H", "H", "H", "H", "H", "H", "H", "H", "H", "O", "C", "C", "C", "C", "O", "C", "C", "H", "H", "H", "H", "H", "H", "C", "O", "C", "C", "O", "C", "H", "H", "H", "H", "H", "H", "H", "H", "H", "H", "C", "O", "C", "C", "O", "C", "H", "H", "H", "H", "H", "H", "H", "H", "H", "H"],
  "coordinates": [[-3.309, -8.178, 5.264], [-2.161, -7.404, 5.457], [-2.039, -6.207, 6.536], [-3.210, -5.222, 6.631], [-1.713, -6.970, 7.905], [-1.686, -6.212, 9.118], [-0.597, -5.566, 6.184], [-0.020, -4.468, 6.909], [-3.073, -9.112, 5.775], [-3.638, -8.249, 4.227], [-4.083, -7.725, 5.884], [-2.406, -6.439, 9.904], [-1.716, -5.149, 8.878], [-0.717, -6.411, 9.577], [-0.649, -3.848, 7.548], [0.394, -3.763, 6.188], [0.756, -4.896, 7.544], [-0.728, 11.915, 1.807], [-1.193, 11.730, 3.173], [-2.098, 10.425, 3.494], [-3.397, 10.301, 2.739], [-1.004, 9.227, 3.224], [-0.307, 8.816, 2.103], [-2.223, 10.428, 5.187], [-2.975, 11.357, 5.981], [0.358, 11.899, 1.707], [-0.912, 12.967, 1.591], [-1.272, 11.135, 1.274], [0.759, 9.043, 2.094], [-0.771, 9.325, 1.258], [-0.495, 7.747, 2.002], [-3.579, 12.031, 5.374], [-2.193, 11.889, 6.523], [-3.740, 10.982, 6.660], [-3.444, -6.916, -3.693], [-3.740, -7.022, -5.093], [-3.327, -8.299, -5.925], [-3.473, -9.611, -5.345], [-4.228, -8.207, -7.333], [-3.878, -7.264, -8.335], [-1.874, -7.836, -6.433], [-0.885, -8.861, -6.576], [-2.918, -7.816, -3.372], [-4.415, -6.952, -3.199], [-2.877, -6.020, -3.441], [-3.354, -6.417, -7.892], [-4.763, -6.825, -8.795], [-3.321, -7.780, -9.117], [-0.584, -8.757, -7.619], [-1.071, -9.931, -6.477], [0.033, -8.555, -6.076], [10.690, 0.417, -0.388], [10.310, 0.595, -1.697], [10.708, -0.641, -2.734], [12.117, -1.143, -2.553], [10.485, 0.015, -4.232], [11.469, 0.906, -4.900], [9.462, -1.664, -2.599], [8.073, -1.406, -2.606], [11.716, 0.677, -0.125], [10.085, -0.314, 0.149], [10.189, 1.341, -0.098], [11.463, 1.917, -4.493], [11.385, 0.827, -5.984], [12.453, 0.528, -4.625], [7.299, -2.171, -2.662], [8.044, -0.832, -3.532], [8.033, -0.790, -1.708], [0.820, -3.715, 0.627], [0.856, -3.413, -0.822], [0.684, -1.843, -1.364], [-0.768, -1.301, -1.255], [1.271, -1.903, -2.846], [0.677, -2.860, -3.818], [1.809, -0.982, -0.442], [1.241, -0.395, 0.716], [0.171, -2.983, 1.106], [1.823, -3.706, 1.054], [0.380, -4.688, 0.846], [-0.365, -3.158, -3.703], [1.370, -3.700, -3.883], [0.738, -2.182, -4.669], [1.876, -0.832, 1.486], [0.238, -0.752, 0.951], [1.314, 0.691, 0.666], [5.525, -11.497, 3.700], [4.944, -10.301, 4.112], [3.413, -10.289, 4.764], [3.058, -11.475, 5.587], [3.463, -9.003, 5.696], [4.522, -8.854, 6.566], [2.402, -9.779, 3.616], [2.173, -10.552, 2.353], [5.789, -12.102, 4.568], [6.370, -11.304, 3.039], [4.880, -12.082, 3.045], [4.378, -9.359, 7.522], [4.721, -7.793, 6.719], [5.341, -9.252, 5.969], [1.221, -11.041, 2.146], [2.946, -11.314, 2.248], [2.523, -9.893, 1.558], [1.654, 2.217, -8.077], [2.649, 2.796, -7.180], [2.452, 4.191, -6.507], [1.669, 5.154, -7.333], [1.822, 3.832, -5.030], [2.027, 4.624, -3.914], [3.959, 4.762, -6.078], [4.955, 3.759, -5.854], [0.660, 2.395, -7.667], [1.536, 1.166, -8.340], [1.825, 2.689, -9.044], [2.554, 5.559, -4.103], [2.592, 4.047, -3.183], [1.085, 4.848, -3.412], [5.217, 3.667, -4.800], [5.836, 4.119, -6.385], [4.883, 2.759, -6.281], [2.529, 6.429, 6.419], [3.046, 5.982, 5.106], [4.625, 5.758, 4.714], [5.507, 4.999, 5.651], [4.492, 5.050, 3.270], [5.612, 4.518, 2.601], [5.184, 7.229, 4.318], [6.264, 7.895, 4.952], [1.684, 7.118, 6.416], [3.304, 7.071, 6.838], [2.283, 5.612, 7.097], [6.474, 4.715, 3.238], [5.676, 4.938, 1.598], [5.567, 3.445, 2.416], [6.082, 7.885, 6.026], [6.289, 8.904, 4.540], [7.227, 7.477, 4.659], [-3.238, 3.157, -3.842], [-3.518, 4.419, -3.437], [-3.613, 5.406, -4.391], [-4.047, 6.652, -3.992], [-4.191, 6.966, -2.690], [-4.504, 8.189, -2.312], [-4.030, 5.960, -1.742], [-3.884, 4.670, -2.109], [-3.133, 2.636, -3.042], [-3.542, 5.189, -5.447], [-4.255, 7.538, -4.574], [-4.619, 8.244, -1.361], [-4.063, 6.047, -0.666], [-3.850, 3.870, -1.384], [-10.617, 0.145, -6.817], [-9.256, 0.091, -7.170], [-8.405, -0.417, -6.188], [-7.308, -1.400, -6.714], [-7.890, -2.565, -7.348], [-8.665, -3.382, -6.499], [-10.642, 0.656, -5.854], [-11.108, -0.825, -6.749], [-11.208, 0.671, -7.567], [-9.002, -0.863, -5.392], [-7.922, 0.497, -5.843], [-6.616, -1.751, -5.948], [-6.830, -0.794, -7.485], [-8.252, -3.433, -5.492], [-8.686, -4.294, -7.097], [-9.694, -3.062, -6.333], [-7.124, 4.530, 5.461], [-5.823, 3.874, 5.127], [-4.930, 3.604, 6.178], [-3.863, 2.639, 5.706], [-4.321, 1.331, 5.404], [-4.880, 0.968, 4.163], [-7.907, 4.491, 4.704], [-7.016, 5.605, 5.604], [-7.604, 3.995, 6.281], [-5.375, 3.233, 7.101], [-4.407, 4.551, 6.319], [-3.082, 2.653, 6.466], [-3.329, 2.951, 4.808], [-4.204, 1.271, 3.364], [-5.759, 1.601, 4.037], [-5.039, -0.102, 4.031]],
  "lowdin_charge": [-0.108, -0.223, 0.477, -0.281, -0.218, -0.103, -0.220, -0.101, 0.095, 0.096, 0.081, 0.092, 0.064, 0.089, 0.082, 0.088, 0.092, -0.076, -0.249, 0.548, -0.269, -0.237, -0.128, -0.246, -0.108, 0.091, 0.092, 0.063, 0.097, 0.069, 0.097, 0.083, 0.089, 0.084, -0.076, -0.218, 0.404, -0.207, -0.224, -0.125, -0.224, -0.107, 0.082, 0.093, 0.089, 0.081, 0.085, 0.088, 0.081, 0.093, 0.085, -0.164, -0.250, 0.518, -0.256, -0.259, -0.058, -0.244, -0.080, 0.100, 0.098, 0.088, 0.084, 0.086, 0.073, 0.094, 0.085, 0.085, -0.068, -0.263, 0.555, -0.308, -0.241, -0.046, -0.245, -0.146, 0.072, 0.087, 0.085, 0.089, 0.089, 0.090, 0.088, 0.069, 0.093, -0.139, -0.247, 0.456, -0.241, -0.212, -0.126, -0.218, -0.039, 0.096, 0.092, 0.072, 0.098, 0.093, 0.076, 0.092, 0.059, 0.088, -0.060, -0.227, 0.464, -0.246, -0.221, -0.146, -0.220, -0.128, 0.090, 0.085, 0.092, 0.090, 0.086, 0.088, 0.087, 0.085, 0.081, -0.056, -0.237, 0.466, -0.258, -0.228, -0.112, -0.240, -0.103, 0.083, 0.076, 0.088, 0.082, 0.089, 0.087, 0.088, 0.087, 0.087, 0.049, -0.339, -0.001, -0.024, -0.388, 0.076, -0.033, -0.032, 0.097, 0.122, 0.127, 0.113, 0.117, 0.117, -0.108, -0.185, -0.225, -0.147, -0.198, -0.120, 0.087, 0.080, 0.088, 0.110, 0.125, 0.119, 0.121, 0.087, 0.094, 0.071, -0.049, -0.201, -0.226, -0.200, -0.193, -0.101, 0.074, 0.078, 0.080, 0.128, 0.122, 0.122, 0.122, 0.078, 0.077, 0.090],
  "relative_energy_kj_mol": 322.7,
  "mol_weight_g_mol": 1410.956,
  "lumo_ev": -0.02,
  "max_force_ha_per_bohr": 0.099,
  "homo_lumo_gap_ha": 0.2818,
  "charge": 0
}